Computed, not measured: one molecule with the formula C3H4N2O, with ωB97M-V with the def2-TZVPD basis set.

Results
E_LUMO	-0.76	eV
HOMO-LUMO gap	8.324	eV
molecular weight	84.08	u
HOMO	-9.09	eV
calculated total energy	-8199.720	eV

```
10
Properties=species:S:1:pos:R:3:forces:R:3
C -0.6979 0.3522 -0.8687 0.25 -0.14 0.27
H -1.7985 -0.0423 0.9422 -0.13 0.03 -0.10
C -2.2558 0.3039 -0.8598 0.06 -0.01 0.43
C 1.2581 -0.0412 0.4456 0.15 -0.16 -0.08
H 2.8554 -1.0128 0.4399 -0.02 -0.01 -0.14
N 1.9022 -1.0690 0.0840 -0.14 0.37 0.16
H -0.1922 0.5864 -1.8103 0.03 -0.10 0.21
O -2.6092 0.0584 0.3584 0.02 0.06 -0.31
N -0.1155 0.0802 0.2219 -0.23 0.05 -0.38
H 1.6534 0.7843 1.0468 0.01 -0.08 -0.04
```
Forces are in eV/Å.